(1)
88
Properties=species:S:1:pos:R:3:lowdin_charge:R:1 method="wB97M-V/def2-TZVPD" e_tot_ev=-82937.60470 lumo_energy_ev=0.47 relative_energy_ev=0.000 homo_energy_ha=-0.2161
Mo -0.17 0.41 -0.27 0.736
C -3.56 -1.17 3.19 -0.066
C -2.17 -1.16 2.56 -0.392
C -1.27 -2.23 3.18 -0.053
C -1.56 0.24 2.63 -0.290
C -1.19 0.74 4.02 -0.068
O 0.22 0.48 4.11 -0.016
C 0.66 0.30 2.85 -0.331
N -0.25 0.24 1.94 -0.047
C 2.14 0.05 2.76 -0.103
C 2.75 -0.21 3.99 -0.014
C 4.09 -0.56 4.06 -0.066
C 4.83 -0.65 2.90 -0.064
C 4.23 -0.38 1.68 -0.097
C 2.89 -0.01 1.58 -0.268
P 2.18 0.38 -0.09 0.944
C 3.07 1.97 -0.44 -0.343
C 3.97 2.60 0.41 -0.079
C 4.54 3.82 0.06 -0.097
C 4.23 4.42 -1.15 -0.095
C 3.33 3.80 -2.01 -0.091
C 2.75 2.59 -1.64 -0.139
C 3.11 -0.84 -1.09 -0.343
C 3.85 -0.51 -2.22 -0.075
C 4.45 -1.50 -2.98 -0.083
C 4.32 -2.83 -2.63 -0.089
C 3.59 -3.17 -1.50 -0.076
C 2.99 -2.19 -0.74 -0.115
H -4.09 -2.10 2.97 0.084
H -4.17 -0.34 2.83 0.073
H -3.50 -1.08 4.28 0.077
H -2.25 -1.39 1.49 0.115
H -1.10 -2.05 4.25 0.084
H -0.31 -2.28 2.67 0.074
H -1.74 -3.21 3.09 0.084
H -2.21 0.95 2.12 0.120
H -1.68 0.23 4.84 0.124
H -1.33 1.82 4.12 0.131
H 2.17 -0.16 4.90 0.115
H 4.54 -0.76 5.03 0.105
H 5.88 -0.92 2.94 0.107
H 4.82 -0.44 0.78 0.115
H 4.23 2.16 1.37 0.097
H 5.24 4.30 0.74 0.103
H 4.69 5.36 -1.43 0.101
H 3.07 4.25 -2.95 0.105
H 2.02 2.13 -2.30 0.066
H 3.97 0.53 -2.51 0.091
H 5.02 -1.22 -3.86 0.100
H 4.79 -3.60 -3.23 0.099
H 3.47 -4.21 -1.22 0.106
H 2.40 -2.46 0.13 0.108
S -0.67 1.30 -2.63 0.574
C -2.31 0.99 -2.14 -0.736
C -3.44 1.00 -2.96 -0.094
C -4.67 0.70 -2.43 -0.077
C -4.77 0.38 -1.07 -0.070
C -3.61 0.39 -0.32 -0.130
N -2.41 0.68 -0.83 -0.074
H -3.31 1.24 -4.01 0.101
H -5.55 0.69 -3.06 0.106
H -5.71 0.13 -0.61 0.099
H -3.64 0.14 0.73 0.075
C 1.53 5.66 1.36 -0.030
N 0.89 5.38 0.08 -0.115
C 0.95 6.17 -1.05 -0.061
C 0.32 5.50 -2.04 -0.079
N -0.12 4.31 -1.49 0.067
C 0.25 4.23 -0.20 -0.750
S -0.02 2.95 0.89 0.657
H 1.74 6.73 1.41 0.092
H 2.44 5.09 1.45 0.079
H 0.85 5.39 2.16 0.073
H 1.42 7.14 -1.05 0.120
H 0.13 5.76 -3.06 0.118
H -0.50 3.49 -1.98 0.027
C -0.11 -1.27 -0.78 -0.305
C -0.03 -2.57 -1.41 -0.323
C -0.18 -3.75 -0.67 -0.063
C -0.06 -4.98 -1.29 -0.095
C 0.20 -5.06 -2.65 -0.104
C 0.34 -3.90 -3.39 -0.087
C 0.22 -2.66 -2.78 -0.050
H -0.38 -3.68 0.39 0.097
H -0.17 -5.89 -0.70 0.097
H 0.30 -6.03 -3.13 0.095
H 0.55 -3.96 -4.46 0.100
H 0.34 -1.74 -3.35 0.102

(2)
93
Properties=species:S:1:pos:R:3:lowdin_charge:R:1 method="wB97M-V/def2-TZVPD" e_tot_ev=-231133.37032 lumo_energy_ev="0.48 / 0.48" relative_energy_ev=0.717 s2=2.04 homo_energy_ha="-0.1739 / -0.2705" multiplicity=3
Ti -0.39 0.27 0.53 0.560
Se -2.45 -1.33 -0.16 0.515
P -2.14 -0.37 -2.08 0.247
Se -0.49 1.03 -2.13 0.497
C -1.98 -1.66 -3.37 -0.387
C -0.83 -1.77 -4.13 -0.107
C -0.71 -2.79 -5.06 -0.084
C -1.74 -3.70 -5.23 -0.086
C -2.89 -3.60 -4.45 -0.081
C -3.01 -2.58 -3.52 -0.094
C -3.70 0.50 -2.51 -0.405
C -3.73 1.24 -3.68 -0.099
C -4.85 1.97 -4.01 -0.079
C -5.96 1.96 -3.17 -0.086
C -5.94 1.22 -2.00 -0.084
C -4.81 0.49 -1.67 -0.128
H -0.03 -1.05 -3.99 0.062
H 0.19 -2.88 -5.66 0.102
H -1.65 -4.50 -5.96 0.101
H -3.70 -4.31 -4.58 0.104
H -3.90 -2.50 -2.91 0.105
H -2.85 1.26 -4.31 0.100
H -4.87 2.56 -4.92 0.104
H -6.84 2.54 -3.43 0.101
H -6.79 1.21 -1.34 0.103
H -4.79 -0.10 -0.75 0.048
O 1.05 3.19 2.34 -0.264
S 1.23 2.61 1.04 0.592
O 0.21 2.88 0.05 -0.406
N 1.37 1.01 1.08 -0.219
C 1.85 0.42 2.26 -0.267
C 3.05 0.74 2.88 -0.032
C 3.39 0.14 4.09 -0.092
C 2.56 -0.78 4.68 -0.050
C 1.35 -1.15 4.07 -0.174
C 0.43 -2.06 4.64 -0.052
C -0.77 -2.30 3.98 -0.086
C -1.05 -1.66 2.79 -0.191
N -0.20 -0.79 2.19 -0.082
C 1.00 -0.54 2.84 -0.179
C 2.77 3.21 0.35 -0.259
C 2.99 3.07 -1.01 -0.073
C 4.23 3.39 -1.53 -0.073
C 5.24 3.85 -0.69 -0.080
C 4.99 4.04 0.66 -0.070
C 3.75 3.72 1.18 -0.074
H 3.71 1.47 2.42 0.092
H 4.31 0.42 4.57 0.099
H 2.81 -1.21 5.64 0.104
H 0.66 -2.55 5.58 0.099
H -1.50 -2.98 4.39 0.099
H -2.01 -1.83 2.31 0.031
H 2.18 2.73 -1.65 0.098
H 4.42 3.27 -2.59 0.106
H 6.22 4.07 -1.10 0.102
H 5.76 4.44 1.30 0.105
H 3.51 3.87 2.23 0.114
C 0.12 -4.00 -0.45 -0.027
N 1.39 -3.41 -0.82 -0.075
C 2.41 -4.30 -1.33 -0.152
C 3.76 -3.85 -0.81 -0.145
C 4.00 -2.43 -1.29 -0.160
N 2.81 -1.61 -1.15 -0.057
C 3.05 -0.19 -1.28 -0.049
C 1.58 -2.07 -0.78 -0.416
O 0.65 -1.31 -0.45 -0.177
H 0.28 -4.80 0.28 0.095
H -0.39 -4.41 -1.33 0.097
H -0.52 -3.24 -0.01 0.016
H 2.40 -4.30 -2.43 0.132
H 2.18 -5.31 -1.00 0.122
H 4.56 -4.50 -1.18 0.116
H 3.75 -3.88 0.28 0.125
H 4.31 -2.42 -2.34 0.127
H 4.80 -1.96 -0.71 0.127
H 3.67 0.18 -0.46 0.098
H 2.11 0.34 -1.26 0.014
H 3.56 0.00 -2.23 0.101
N -3.32 3.12 1.15 0.163
C -2.54 2.25 0.47 -0.143
N -1.76 1.54 1.27 -0.037
C -2.03 2.00 2.55 -0.182
C -1.49 1.65 3.78 0.016
C -1.99 2.27 4.91 -0.066
C -2.99 3.24 4.83 -0.088
C -3.52 3.62 3.62 -0.018
C -3.02 2.99 2.48 -0.179
H -3.97 3.77 0.74 0.168
H -2.56 2.20 -0.61 0.091
H -0.69 0.93 3.87 0.104
H -1.58 2.01 5.88 0.106
H -3.36 3.69 5.74 0.101
H -4.29 4.38 3.54 0.107